No. 1
{"formula": "C20H31N3O2S", "method": "ωB97M-V/def2-TZVPD", "elements": ["C", "C", "C", "C", "N", "C", "C", "O", "C", "C", "C", "C", "C", "C", "C", "C", "C", "N", "C", "O", "C", "C", "S", "N", "C", "C", "H", "H", "H", "H", "H", "H", "H", "H", "H", "H", "H", "H", "H", "H", "H", "H", "H", "H", "H", "H", "H", "H", "H", "H", "H", "H", "H", "H", "H", "H", "H"], "positions_angstrom": [[-0.253, -2.508, 4.432], [0.844, -2.814, 3.418], [0.806, -1.914, 2.183], [-0.494, -2.048, 1.389], [-0.529, -1.247, 0.166], [-0.973, -1.883, -1.070], [-0.545, 0.112, 0.301], [-0.392, 0.650, 1.388], [-0.719, 0.916, -0.978], [-0.914, 2.406, -0.734], [-0.421, 3.240, -1.920], [-0.516, 4.736, -1.625], [-1.933, 5.143, -1.228], [-2.440, 4.289, -0.069], [-2.348, 2.817, -0.414], [-3.317, 1.882, 0.235], [-3.497, 2.263, -1.214], [2.028, -2.074, 1.385], [2.131, -2.662, 0.168], [1.371, -3.526, -0.242], [3.289, -2.209, -0.656], [3.779, -0.933, -0.707], [5.042, -0.865, -1.828], [4.961, -2.455, -2.239], [4.003, -3.052, -1.570], [3.743, -4.507, -1.786], [-0.076, -3.043, 5.365], [-0.288, -1.441, 4.660], [-1.239, -2.803, 4.072], [1.821, -2.679, 3.888], [0.796, -3.861, 3.103], [0.832, -0.881, 2.531], [-0.660, -3.085, 1.112], [-1.297, -1.726, 2.056], [-0.376, -1.543, -1.917], [-0.807, -2.950, -0.981], [-2.028, -1.686, -1.280], [0.180, 0.755, -1.584], [-1.538, 0.498, -1.566], [-0.310, 2.669, 0.140], [0.613, 2.973, -2.156], [-1.022, 3.000, -2.806], [0.168, 4.975, -0.802], [-0.182, 5.314, -2.489], [-1.964, 6.203, -0.966], [-2.600, 5.007, -2.086], [-1.840, 4.485, 0.827], [-3.473, 4.549, 0.177], [-2.999, 0.872, 0.457], [-4.005, 2.297, 0.960], [-4.301, 2.943, -1.465], [-3.310, 1.506, -1.965], [2.761, -1.423, 1.610], [3.431, -0.065, -0.167], [3.757, -5.052, -0.842], [2.752, -4.653, -2.213], [4.498, -4.912, -2.455]], "forces_ev_per_a": [[0.00, 0.00, 0.00], [-0.08, -0.19, -0.12], [0.16, 0.08, 0.27], [0.09, 0.02, -0.05], [-0.19, 0.10, 0.03], [0.13, 0.00, -0.01], [0.04, -0.10, -0.06], [0.02, 0.03, 0.03], [-0.01, 0.01, 0.00], [-0.01, 0.02, -0.01], [0.00, 0.00, -0.01], [-0.01, 0.01, 0.01], [0.01, -0.02, -0.01], [0.00, 0.00, 0.01], [-0.01, -0.01, 0.00], [0.00, 0.01, -0.02], [0.02, 0.00, 0.03], [-0.15, 0.36, -0.21], [0.09, -0.30, 0.10], [-0.03, 0.02, 0.03], [0.01, 0.01, 0.00], [-0.02, -0.03, 0.01], [0.00, -0.03, -0.03], [-0.01, 0.04, 0.03], [0.02, 0.01, 0.00], [-0.02, -0.02, -0.03], [0.00, 0.00, 0.00], [0.00, 0.00, 0.00], [0.00, 0.00, -0.01], [-0.01, 0.01, 0.00], [0.00, 0.00, 0.00], [0.02, -0.01, 0.01], [0.00, -0.02, -0.02], [0.00, 0.01, 0.00], [-0.03, 0.00, 0.01], [-0.03, -0.03, 0.00], [0.00, -0.04, 0.03], [0.01, 0.00, 0.01], [0.01, 0.04, -0.01], [0.00, -0.01, 0.01], [0.00, 0.00, 0.00], [0.00, 0.00, 0.00], [0.00, 0.00, 0.00], [0.00, 0.00, 0.00], [0.00, 0.00, 0.00], [0.00, 0.00, 0.00], [0.00, 0.00, 0.00], [0.00, -0.01, 0.00], [0.00, -0.01, 0.00], [0.00, -0.01, 0.00], [0.00, 0.00, -0.01], [0.00, 0.00, -0.01], [-0.01, 0.02, -0.02], [0.00, 0.00, 0.00], [0.01, 0.02, 0.01], [-0.01, 0.00, -0.01], [0.00, 0.00, 0.02]], "de_lowest_kcal_mol": 6.2, "spin_multiplicity": 1, "molar_mass_da": 377.55, "total_energy_ev": -40644.5916, "homo_lumo_gap_ev": 9.9, "max_force_ev_per_a": 0.447}

No. 2
{"formula": "C10H16N2PPd", "method": "ωB97M-V/def2-TZVPD", "elements": ["C", "C", "C", "C", "C", "Pd", "P", "H", "H", "H", "H", "H", "H", "H", "H", "C", "C", "C", "C", "N", "N", "C", "H", "H", "H", "H", "H", "H", "H", "H"], "positions_angstrom": [[0.459, 0.000, -2.279], [-0.813, -0.678, -2.148], [-0.612, -1.856, -1.363], [0.783, -1.940, -1.019], [1.430, -0.792, -1.568], [-0.116, 0.142, -0.090], [-0.554, 2.273, 0.338], [0.634, 0.946, -2.799], [-1.738, -0.361, -2.619], [-1.357, -2.616, -1.159], [2.488, -0.593, -1.554], [1.250, -2.736, -0.429], [-1.533, 2.476, 1.339], [-1.078, 2.991, -0.766], [0.546, 3.041, 0.802], [0.733, 1.159, 5.282], [0.027, 0.494, 4.174], [-0.880, -0.555, 4.123], [-1.101, -0.859, 2.772], [-0.252, -0.099, 2.029], [0.371, 0.729, 2.901], [-2.024, -1.868, 2.213], [-0.001, 1.628, 5.969], [1.287, 0.393, 5.867], [1.442, 1.931, 4.925], [-1.320, -1.059, 4.976], [0.921, 1.507, 2.554], [-1.745, -2.871, 2.584], [-3.051, -1.711, 2.584], [-2.026, -1.905, 1.115]], "forces_ev_per_a": [[-0.23, -0.84, 0.29], [0.60, -0.30, -0.23], [0.45, 0.11, -0.63], [-0.32, 0.36, -0.44], [-0.17, -0.38, -0.74], [-0.14, 0.27, 0.84], [-0.06, -0.40, -0.08], [-0.02, -0.50, 0.15], [0.14, -0.09, 0.19], [0.08, 0.20, 0.07], [0.10, 0.04, 0.15], [-0.22, 0.47, -0.27], [0.24, 0.45, -0.17], [0.12, 0.57, 0.38], [-0.55, 0.55, -0.17], [-0.25, -0.33, 0.53], [-0.48, 0.14, 2.17], [-0.89, -0.62, -0.17], [0.56, 0.30, 1.59], [-0.96, -1.16, -1.74], [2.18, 1.49, -1.73], [-0.35, -0.73, 0.10], [0.51, 0.02, -0.07], [0.22, 0.49, 0.12], [-0.32, -0.35, 0.19], [-0.10, 0.13, -0.09], [-0.32, -0.21, 0.01], [-0.04, 0.10, -0.27], [0.20, 0.05, -0.32], [0.03, 0.19, 0.34]], "de_lowest_kcal_mol": 2.0, "charge": -1, "spin_multiplicity": 3, "molar_mass_da": 301.65, "total_energy_ev": -26374.6074, "homo_lumo_gap_ev": [2.7, 6.8], "max_force_ev_per_a": 3.157}

No. 3
{"formula": "C24H17F3MnN2O4PS3", "method": "ωB97M-V/def2-TZVPD", "elements": ["Mn", "O", "S", "O", "O", "C", "C", "C", "C", "C", "C", "P", "C", "C", "C", "C", "C", "C", "C", "C", "C", "C", "C", "C", "H", "H", "H", "H", "H", "H", "H", "H", "H", "H", "H", "H", "H", "H", "F", "C", "F", "F", "C", "C", "C", "C", "N", "C", "S", "H", "H", "H", "O", "S", "N"], "positions_angstrom": [[-0.887, 1.516, 0.332], [-0.073, 1.885, 3.356], [-1.305, 0.799, 3.285], [-1.970, 1.001, 4.513], [-2.004, 1.032, 2.040], [-0.489, -0.759, 3.274], [-0.335, -1.320, 4.537], [0.280, -2.556, 4.666], [0.735, -3.217, 3.539], [0.579, -2.644, 2.283], [-0.034, -1.407, 2.115], [-0.172, -0.741, 0.412], [1.367, -1.288, -0.366], [1.412, -2.351, -1.264], [2.621, -2.721, -1.839], [3.784, -2.039, -1.514], [3.745, -0.980, -0.615], [2.539, -0.602, -0.049], [-1.522, -1.663, -0.360], [-1.844, -1.331, -1.678], [-2.902, -1.957, -2.314], [-3.657, -2.904, -1.633], [-3.353, -3.223, -0.319], [-2.287, -2.605, 0.321], [-0.705, -0.800, 5.408], [0.396, -2.995, 5.647], [1.214, -4.183, 3.630], [0.951, -3.172, 1.414], [0.507, -2.888, -1.521], [2.651, -3.545, -2.538], [4.725, -2.332, -1.962], [4.652, -0.449, -0.360], [2.514, 0.228, 0.649], [-1.268, -0.584, -2.215], [-3.143, -1.700, -3.336], [-4.488, -3.388, -2.129], [-3.946, -3.954, 0.214], [-2.063, -2.864, 1.347], [-2.357, 5.523, -2.708], [-1.042, 5.661, -2.529], [-0.571, 6.385, -3.550], [-0.857, 6.376, -1.415], [-0.351, 4.325, -2.443], [0.635, 3.975, -3.340], [1.277, 2.739, -3.250], [0.905, 1.891, -2.233], [-0.055, 2.229, -1.361], [-0.707, 3.407, -1.442], [-1.919, 3.540, -0.206], [0.909, 4.671, -4.121], [2.044, 2.452, -3.953], [1.366, 0.922, -2.087], [2.340, 3.285, 3.421], [1.749, 3.051, 2.136], [0.410, 2.269, 2.112]], "forces_ev_per_a": [[-0.05, 0.31, -0.34], [0.03, 0.10, -0.07], [-0.15, 0.05, 0.13], [-0.01, -0.07, -0.05], [0.11, 0.06, 0.01], [0.02, -0.04, 0.00], [0.03, -0.07, 0.04], [-0.01, 0.02, 0.02], [-0.01, 0.03, -0.02], [0.04, -0.04, 0.00], [0.00, -0.01, 0.01], [0.04, 0.14, 0.13], [-0.02, -0.10, -0.08], [0.01, 0.01, -0.01], [-0.02, 0.00, 0.01], [0.02, 0.00, 0.00], [0.00, -0.01, -0.01], [0.02, 0.02, 0.03], [-0.04, -0.04, 0.06], [-0.02, 0.03, -0.04], [-0.01, -0.01, 0.00], [0.00, 0.00, 0.00], [0.01, 0.01, -0.01], [0.00, -0.04, -0.01], [-0.01, 0.02, -0.01], [0.00, 0.00, 0.00], [0.00, 0.00, 0.00], [-0.01, 0.01, -0.01], [0.00, 0.00, 0.00], [0.01, 0.00, 0.00], [0.00, 0.00, 0.00], [0.00, 0.00, 0.00], [-0.03, 0.00, 0.00], [0.02, 0.01, 0.03], [0.00, 0.00, 0.00], [0.00, 0.00, 0.00], [0.00, 0.00, 0.00], [0.01, 0.01, 0.00], [-0.20, -0.06, -0.03], [0.01, -0.08, 0.02], [0.11, 0.08, -0.18], [0.05, 0.09, 0.20], [0.00, -0.08, 0.03], [0.04, 0.01, -0.07], [-0.05, -0.03, 0.06], [-0.01, 0.09, -0.03], [-0.02, -0.21, 0.17], [-0.05, 0.08, -0.06], [0.09, -0.08, 0.01], [0.00, 0.00, 0.00], [0.00, 0.01, 0.00], [0.01, 0.00, -0.02], [-0.01, -0.03, 0.01], [-0.13, 0.11, -0.03], [0.14, -0.35, 0.13]], "de_lowest_kcal_mol": 41.7, "charge": 1, "spin_multiplicity": 4, "molar_mass_da": 636.52, "total_energy_ev": -117594.1571, "homo_lumo_gap_ev": [6.6, 6.7], "max_force_ev_per_a": 0.463}

No. 4
{"formula": "C3H6N3O2", "method": "ωB97M-V/def2-TZVPD", "elements": ["C", "C", "C", "O", "N", "N", "N", "O", "H", "H", "H", "H", "H", "H"], "positions_angstrom": [[-1.489, -0.947, 0.211], [-0.052, -0.615, 0.362], [0.832, -0.563, -0.842], [0.913, -1.256, -1.764], [1.589, 0.636, -0.639], [0.856, 1.496, 0.088], [-0.061, 0.898, 0.794], [-0.867, 1.323, 1.556], [-2.075, -0.216, -0.466], [-1.913, -1.250, 1.228], [-1.558, -1.772, -0.450], [0.354, -1.319, 1.137], [2.190, 1.104, -1.311], [1.281, 2.482, 0.097]], "forces_ev_per_a": [[-1.98, 0.29, -0.35], [-0.56, 0.37, 0.88], [0.44, 2.19, 1.14], [0.24, -1.94, -1.83], [0.94, -1.23, -0.94], [0.19, 2.68, 1.12], [1.00, -1.53, 0.00], [0.40, 0.97, -0.05], [0.75, -0.54, 1.82], [0.12, 0.88, -1.71], [0.18, -1.48, -0.29], [0.24, 1.25, -0.36], [-0.24, -0.50, -0.29], [-1.73, -1.41, 0.86]], "de_lowest_kcal_mol": 103.4, "charge": 1, "spin_multiplicity": 1, "molar_mass_da": 116.10, "total_energy_ev": -11761.7566, "homo_lumo_gap_ev": [9.2, 9.2], "max_force_ev_per_a": 2.914}

No. 5
{"formula": "CH9N6", "method": "ωB97M-V/def2-TZVPD", "elements": ["C", "N", "N", "N", "N", "N", "N", "H", "H", "H", "H", "H", "H", "H", "H", "H"], "positions_angstrom": [[-0.400, -0.561, -0.620], [-1.561, -0.304, -0.189], [-2.758, -0.141, -0.427], [-3.652, 0.044, 0.489], [0.386, 1.601, 0.064], [0.673, 0.284, -0.614], [3.044, -0.755, 0.220], [-0.084, -1.563, -1.014], [-3.591, -0.114, 1.570], [-4.575, 0.056, 0.043], [-0.086, 2.194, -0.703], [1.273, 1.992, 0.392], [1.632, -0.117, -0.496], [2.465, -1.079, 0.986], [3.717, -0.084, 0.741], [3.516, -1.452, -0.442]], "forces_ev_per_a": [[4.07, -0.37, -1.63], [-1.72, 0.61, 2.25], [0.36, 0.36, -1.11], [-0.47, -0.81, 1.69], [-0.69, -1.10, -2.43], [-3.34, 1.28, 1.39], [1.79, 1.35, 0.15], [-0.77, 0.67, 0.53], [0.41, 0.29, -2.62], [0.47, 0.13, 0.67], [1.47, -0.89, 1.72], [-0.35, -0.05, -0.59], [0.28, 0.17, -0.06], [0.32, -1.12, -0.30], [-1.00, -1.72, -1.76], [-0.82, 1.20, 2.10]], "de_lowest_kcal_mol": 67.0, "charge": 1, "spin_multiplicity": 1, "molar_mass_da": 105.12, "total_energy_ev": -10113.4867, "homo_lumo_gap_ev": 9.3, "max_force_ev_per_a": 4.402}

No. 6
{"formula": "C30H33N3O6SSbTl", "method": "ωB97M-V/def2-TZVPD", "elements": ["Tl", "C", "C", "C", "C", "C", "C", "N", "Sb", "C", "C", "C", "C", "C", "C", "N", "C", "C", "C", "C", "C", "C", "N", "H", "H", "H", "H", "H", "H", "H", "H", "H", "H", "H", "H", "H", "H", "H", "H", "H", "H", "O", "C", "O", "C", "O", "C", "C", "O", "O", "H", "H", "H", "H", "H", "C", "C", "C", "C", "C", "C", "C", "S", "C", "O", "H", "H", "H", "H", "H", "H", "H", "H", "H", "H"], "positions_angstrom": [[0.447, -0.568, -0.050], [-2.845, 0.224, 1.015], [-2.637, -1.003, 1.855], [-3.392, -1.229, 3.004], [-3.230, -2.415, 3.698], [-2.322, -3.348, 3.224], [-1.574, -3.035, 2.091], [-1.728, -1.889, 1.429], [-0.150, -4.551, 1.489], [1.534, -3.647, 2.504], [2.386, -4.514, 3.180], [3.461, -3.979, 3.873], [3.636, -2.609, 3.871], [2.733, -1.803, 3.179], [2.887, -0.314, 3.161], [1.697, -2.324, 2.510], [0.332, -4.063, -0.565], [1.209, -4.915, -1.225], [1.431, -4.723, -2.579], [0.756, -3.710, -3.236], [-0.108, -2.894, -2.514], [-0.850, -1.754, -3.153], [-0.312, -3.077, -1.200], [-3.312, -0.065, 0.070], [-3.494, 0.939, 1.519], [-1.901, 0.712, 0.766], [-4.099, -0.482, 3.340], [-3.814, -2.618, 4.587], [-2.188, -4.303, 3.718], [2.204, -5.580, 3.158], [4.146, -4.620, 4.416], [4.462, -2.152, 4.399], [3.640, 0.016, 3.873], [3.184, 0.030, 2.167], [1.934, 0.162, 3.403], [1.716, -5.707, -0.685], [2.105, -5.374, -3.122], [0.890, -3.551, -4.299], [-1.042, -1.945, -4.208], [-1.791, -1.594, -2.629], [-0.254, -0.840, -3.075], [5.037, -1.848, -0.985], [3.748, -1.494, -1.106], [2.910, -1.817, -0.286], [3.423, -1.052, -2.516], [2.256, -0.262, -2.618], [2.331, 1.130, -2.259], [2.588, 1.354, -0.760], [3.707, 0.965, -0.345], [1.672, 1.871, -0.083], [5.185, -2.079, -0.058], [4.294, -0.572, -2.965], [3.187, -1.970, -3.057], [3.108, 1.622, -2.853], [1.355, 1.522, -2.529], [-5.058, 7.110, -1.787], [-3.910, 6.151, -1.607], [-4.116, 4.777, -1.585], [-3.056, 3.893, -1.414], [-1.778, 4.388, -1.258], [-1.545, 5.759, -1.300], [-2.606, 6.630, -1.463], [-0.380, 3.254, -1.110], [-0.002, 3.642, 0.613], [-1.001, 1.888, -1.105], [-5.998, 6.576, -1.915], [-4.901, 7.744, -2.662], [-5.154, 7.764, -0.918], [-5.120, 4.389, -1.712], [-3.212, 2.820, -1.402], [-0.532, 6.141, -1.209], [-2.426, 7.699, -1.491], [-0.911, 3.536, 1.203], [0.391, 4.657, 0.671], [0.765, 2.928, 0.915]], "forces_ev_per_a": [[-0.16, -0.10, 0.27], [0.04, -0.15, 0.10], [-0.05, -0.05, 0.04], [0.01, -0.03, 0.04], [-0.02, 0.02, -0.01], [0.08, -0.01, -0.09], [0.05, -0.02, -0.11], [-0.09, 0.02, 0.07], [-0.01, 0.16, 0.08], [0.00, -0.05, -0.04], [0.00, 0.02, -0.08], [0.03, -0.02, 0.03], [0.03, -0.02, -0.03], [-0.11, -0.07, -0.03], [-0.11, 0.07, -0.10], [-0.04, 0.06, 0.00], [-0.18, 0.15, -0.09], [0.07, 0.07, 0.12], [0.00, -0.05, -0.03], [0.04, 0.01, -0.03], [-0.08, -0.04, 0.14], [0.08, -0.06, 0.13], [0.09, -0.19, -0.13], [0.05, 0.07, 0.00], [0.01, 0.02, -0.02], [-0.14, 0.04, 0.00], [0.00, -0.02, -0.03], [0.00, 0.01, 0.00], [-0.02, 0.03, 0.02], [0.03, -0.01, 0.04], [-0.01, 0.00, -0.02], [-0.01, 0.00, 0.02], [0.01, 0.01, 0.03], [-0.02, 0.03, -0.09], [0.06, -0.01, -0.03], [-0.03, -0.02, -0.03], [0.02, 0.02, 0.01], [0.00, 0.02, 0.02], [0.01, 0.02, 0.00], [0.01, 0.02, -0.04], [-0.03, -0.01, -0.04], [0.02, 0.63, 0.05], [-0.62, -1.28, 0.08], [0.51, 0.49, -0.21], [-0.25, 0.79, 0.07], [0.01, -0.25, 0.26], [0.02, -0.14, -0.21], [1.73, -0.33, -0.06], [-0.57, -0.01, -0.28], [0.59, -0.61, -0.33], [-0.06, -0.17, 0.05], [0.00, 0.09, 0.00], [0.13, -0.05, -0.04], [0.05, -0.01, 0.06], [-0.06, 0.04, -0.09], [0.09, -0.05, 0.03], [-0.06, -0.04, -0.01], [0.00, 0.10, 0.01], [-0.06, -0.13, 0.05], [0.24, 0.04, -0.17], [0.04, -0.01, 0.00], [-0.01, -0.02, 0.00], [-0.25, -0.03, 0.55], [-0.30, 0.25, 0.27], [-0.12, -0.01, -0.17], [0.00, 0.01, -0.01], [-0.03, 0.01, 0.01], [-0.02, 0.01, -0.02], [0.02, 0.00, 0.02], [0.04, 0.04, -0.01], [-0.06, 0.01, -0.01], [0.01, -0.02, 0.01], [-0.14, 0.13, -0.07], [-0.10, 0.08, -0.02], [-0.40, 0.49, 0.11]], "de_lowest_kcal_mol": 2.9, "spin_multiplicity": 1, "molar_mass_da": 889.82, "total_energy_ev": -70466.4106, "homo_lumo_gap_ev": 8.7, "max_force_ev_per_a": 1.757}